1.
Entry from the OMol25 dataset: a structure of composition C11H21I2InLaNO3S2 (ωB97M-V/def2-TZVPD).

Structure (XYZ):
```
42
Properties=species:S:1:pos:R:3:mulliken_charge:R:1
I -0.517 -3.915 1.028 -0.02
I -0.452 -3.027 -2.830 0.57
In 0.118 0.495 -2.054 1.23
La -0.085 -1.049 1.829 1.54
S 1.537 -1.093 -0.454 -0.13
S -1.723 -0.597 -0.404 -0.27
C 2.122 0.097 3.186 0.10
C 3.368 -0.809 -0.414 1.20
C -3.311 0.261 -0.145 1.30
C 3.913 -1.099 -1.812 -1.38
C 3.638 0.636 -0.024 -0.91
C 3.954 -1.779 0.611 -1.42
C -4.069 0.207 -1.463 -1.42
C -3.043 1.698 0.260 -0.97
C -4.054 -0.515 0.933 -1.42
C 2.132 1.818 -2.928 0.10
C -1.450 2.413 -2.754 0.10
O 3.058 0.409 3.779 -0.07
O 2.872 2.411 -3.564 0.02
O -2.083 3.199 -3.297 0.02
H 3.516 -0.393 -2.550 0.21
H 3.601 -2.096 -2.139 0.40
H 5.017 -1.054 -1.835 0.45
H 3.180 1.315 -0.752 0.07
H 4.726 0.825 0.023 0.46
H 3.208 0.832 0.965 0.08
H 3.589 -1.555 1.625 0.26
H 5.060 -1.716 0.613 0.46
H 3.647 -2.810 0.389 0.43
H -5.083 0.615 -1.318 0.46
H -4.127 -0.832 -1.800 0.42
H -3.545 0.760 -2.251 0.24
H -3.989 2.235 0.444 0.45
H -2.479 2.204 -0.528 0.04
H -2.439 1.713 1.172 0.06
H -5.069 -0.106 1.087 0.45
H -3.512 -0.504 1.889 0.20
H -4.113 -1.576 0.663 0.44
N -1.629 0.503 3.495 -0.74
H -1.026 1.014 4.146 0.31
H -2.113 -0.251 4.037 0.40
H -2.344 1.116 3.144 0.27
```

Summary:
- Total charge: +4
- Highest occupied orbital energy (alpha / beta): -21.25 / -21.26 eV
- HOMO-LUMO gap (alpha / beta): 4.43 / 4.44 eV

---

2.
Entry from the OMol25 dataset: an isolated molecule of C11H21N3O5 (ωB97M-V/def2-TZVPD).

Structure (XYZ):
```
40
Properties=species:S:1:pos:R:3:mulliken_charge:R:1
N 5.002 -0.651 -0.304 -0.67
C 3.927 -0.728 0.652 -0.75
C 2.508 -1.086 0.235 -0.38
C 1.913 0.247 -0.291 -0.39
C 1.291 1.312 0.603 -0.51
C 0.502 2.333 -0.224 0.53
N 0.570 3.528 0.535 -0.63
C -0.919 2.012 -0.641 0.45
O -1.879 2.710 -0.471 -0.67
N -1.181 0.756 -1.069 -0.13
C -2.527 0.267 -0.676 -0.13
C -3.099 -1.083 -1.313 -0.89
C -2.618 -2.363 -0.512 -0.46
C -1.231 -2.358 0.020 0.46
O -0.293 -2.207 -0.731 -0.54
O -1.007 -2.710 1.336 -0.53
C -2.921 0.307 0.704 -0.02
O -2.225 -0.301 1.595 -0.65
O -4.090 0.989 1.007 -0.45
H 4.559 -0.083 -1.047 0.27
H 5.072 -1.484 -0.847 0.27
H 4.267 -1.428 1.412 0.40
H 3.915 0.327 1.076 0.28
H 1.755 -1.502 0.940 0.25
H 2.609 -1.694 -0.659 0.28
H 1.142 -0.151 -0.872 -0.02
H 2.705 0.729 -0.987 0.14
H 1.875 1.993 1.196 0.43
H 0.830 0.772 1.552 0.10
H 1.136 2.441 -1.126 0.24
H -0.204 4.171 0.357 0.27
H 0.859 3.379 1.432 0.09
H -0.427 0.023 -1.203 0.36
H -3.174 1.008 -1.036 0.70
H -4.139 -0.878 -1.146 0.50
H -2.708 -0.980 -2.380 0.30
H -3.404 -2.820 0.181 0.28
H -2.600 -3.310 -1.171 0.39
H -1.549 -2.157 1.945 0.40
H -4.242 0.671 1.928 0.42
```

Summary:
- Highest occupied orbital energy: -8.99 eV
- SMILES: NCCCC[C@H](N)C(=O)N[C@@H](CCC(=O)O)C(=O)O
- Relative energy (zero: lowest compared OMol25 entry of this formula, charge and spin): 3.299 eV
- HOMO-LUMO gap: 9.37 eV

---

3.
Entry from the OMol25 dataset: an isolated molecule of C11H21NO9 (ωB97M-V/def2-TZVPD).

Structure (XYZ):
```
42
Properties=species:S:1:pos:R:3:mulliken_charge:R:1
N -3.699 -0.457 -2.380 -0.68
C -3.594 0.678 -1.374 -0.06
C -3.426 1.911 -2.283 -0.25
O -4.499 2.249 -2.799 -0.51
C -2.373 0.406 -0.451 0.33
O -1.307 0.153 -1.361 -0.60
C -2.121 1.382 0.786 -0.46
O -1.354 2.576 0.530 -0.80
C -1.379 0.734 2.008 -0.80
O -1.004 1.795 2.907 -0.64
C -0.118 -0.070 1.703 -0.59
C 1.018 0.687 1.020 0.17
O 0.696 1.258 -0.199 -0.70
C 2.420 -0.051 0.889 -0.34
O 2.789 -0.789 2.062 -0.55
C 2.489 -1.025 -0.332 -0.65
O 1.695 -2.123 0.009 -0.59
C 3.833 -1.545 -0.669 0.51
O 3.657 -2.352 -1.833 -0.59
C 4.487 -2.392 0.472 -0.24
O 5.234 -1.915 1.237 -0.51
H -4.435 -0.314 -3.076 0.25
H -3.868 -1.491 -1.959 0.24
H -4.425 0.822 -0.781 0.53
H -2.550 2.475 -2.317 0.45
H -2.569 -0.666 -0.013 0.18
H -1.614 -0.275 -2.262 0.43
H -3.033 1.925 0.932 0.61
H -0.462 2.264 0.302 0.55
H -2.011 0.060 2.543 0.69
H -0.817 2.530 2.320 0.47
H -0.377 -0.923 1.037 0.27
H 0.314 -0.444 2.719 0.35
H 1.255 1.544 1.658 0.34
H -0.033 0.713 -0.680 0.44
H 3.193 0.717 0.720 0.48
H 3.728 -1.087 2.099 0.34
H 2.111 -0.469 -1.194 0.42
H 0.864 -1.890 0.486 0.37
H 4.410 -0.652 -1.060 0.33
H 2.688 -2.542 -1.976 0.36
H 4.188 -3.408 0.561 0.43
```

Summary:
- Highest occupied orbital energy: -9.94 eV
- SMILES: N[C@H](C=O)[C@@H](O)[C@H](O)[C@H](O)C[C@H](O)[C@@H](O)[C@H](O)[C@H](O)C=O
- Relative energy (zero: lowest compared OMol25 entry of this formula, charge and spin): 0.000 eV
- HOMO-LUMO gap: 9.96 eV

---

4.
Entry from the OMol25 dataset: an isolated molecule of C11H21O2P (ωB97M-V/def2-TZVPD).

Structure (XYZ):
```
35
Properties=species:S:1:pos:R:3:mulliken_charge:R:1
C 1.031 -1.784 1.260 -0.19
C 0.758 -0.553 0.650 0.63
C -0.796 -0.662 0.407 -1.12
C 3.208 -0.346 0.291 -1.86
C 1.700 1.149 -0.999 -1.65
C 1.846 -1.281 -1.566 -1.85
C -1.019 1.742 1.319 -2.09
C -2.966 0.209 1.248 -1.96
C -2.080 1.133 -0.864 -1.71
C 1.857 -0.259 -0.436 1.94
C -1.678 0.615 0.517 2.15
O 1.211 -2.770 1.824 -0.25
O -2.660 -2.220 -0.848 -0.70
P -1.217 -1.917 -0.996 0.10
H 0.875 0.235 1.409 0.69
H -1.134 -1.299 1.246 0.64
H 3.410 -1.365 0.617 0.46
H 3.243 0.308 1.161 0.39
H 4.009 -0.048 -0.381 0.47
H 0.726 1.282 -1.454 0.13
H 1.837 1.901 -0.224 0.39
H 2.454 1.316 -1.765 0.51
H 2.710 -1.116 -2.207 0.49
H 0.952 -1.192 -2.171 0.36
H 1.894 -2.296 -1.181 0.43
H -0.726 1.399 2.311 0.34
H -1.736 2.549 1.458 0.53
H -0.156 2.154 0.804 0.31
H -3.423 -0.643 0.753 0.39
H -2.758 -0.061 2.283 0.45
H -3.675 1.034 1.246 0.49
H -2.694 0.389 -1.368 0.44
H -1.219 1.358 -1.489 0.24
H -2.669 2.042 -0.757 0.46
H -1.115 -1.005 -2.097 -0.08
```

Summary:
- Highest occupied orbital energy (alpha / beta): -6.52 / -6.52 eV
- Relative energy (zero: lowest compared OMol25 entry of this formula, charge and spin): 0.562 eV
- HOMO-LUMO gap (alpha / beta): 5.74 / 5.74 eV